[1]
{"formula": "C55H50ClIN4P3S2Ti", "method": "ωB97M-V with the def2-TZVPD basis set", "spin_multiplicity": 2, "e_above_lowest_ev": 1.097, "homo_ha": [-0.2209, -0.2555], "gap_ev": [6.162, 7.104], "elements": ["Ti", "S", "P", "C", "P", "S", "C", "C", "C", "C", "C", "C", "C", "C", "C", "C", "C", "C", "C", "C", "C", "C", "C", "C", "C", "C", "C", "C", "C", "C", "H", "H", "H", "H", "H", "H", "H", "H", "H", "H", "H", "H", "H", "H", "H", "H", "H", "H", "H", "H", "I", "C", "C", "C", "C", "C", "C", "C", "C", "C", "P", "C", "C", "C", "C", "C", "C", "C", "C", "C", "C", "C", "C", "C", "H", "H", "H", "H", "H", "H", "H", "H", "H", "H", "H", "H", "H", "H", "H", "H", "Cl", "C", "H", "H", "C", "N", "C", "C", "N", "H", "H", "H", "H", "H", "H", "C", "N", "C", "C", "N", "C", "H", "H", "H", "H", "H", "H"], "xyz": [[-0.17, -1.82, -0.55], [-1.26, 0.23, -0.74], [1.46, 1.35, -0.63], [0.44, 0.09, -1.46], [-0.12, -0.21, -3.13], [-0.74, -2.10, -3.14], [1.08, -0.20, -4.52], [0.56, -0.23, -5.82], [1.39, -0.37, -6.91], [2.76, -0.48, -6.73], [3.29, -0.45, -5.45], [2.46, -0.33, -4.35], [-1.35, 1.00, -3.73], [-2.70, 0.85, -3.45], [-3.58, 1.87, -3.77], [-3.12, 3.02, -4.39], [-1.77, 3.17, -4.68], [-0.88, 2.16, -4.34], [0.83, 3.07, -0.89], [1.70, 4.08, -0.47], [1.28, 5.40, -0.45], [-0.02, 5.73, -0.83], [-0.88, 4.73, -1.25], [-0.47, 3.41, -1.27], [2.94, 1.52, -1.72], [2.98, 2.32, -2.86], [4.16, 2.42, -3.59], [5.30, 1.74, -3.20], [5.26, 0.93, -2.07], [4.08, 0.82, -1.34], [-0.52, -0.16, -5.95], [0.97, -0.40, -7.91], [3.42, -0.60, -7.58], [4.36, -0.53, -5.30], [2.87, -0.31, -3.35], [-3.05, -0.06, -2.98], [-4.63, 1.77, -3.54], [-3.81, 3.82, -4.64], [-1.41, 4.06, -5.17], [0.18, 2.27, -4.54], [2.70, 3.83, -0.17], [1.96, 6.18, -0.12], [-0.35, 6.76, -0.78], [-1.89, 4.98, -1.56], [-1.17, 2.64, -1.56], [2.10, 2.86, -3.17], [4.18, 3.03, -4.49], [6.22, 1.85, -3.76], [6.14, 0.38, -1.77], [4.03, 0.20, -0.45], [-0.76, -3.70, 3.40], [-2.63, -3.46, 4.38], [-3.15, -4.62, 4.88], [-4.26, -4.60, 5.73], [-4.80, -3.41, 6.10], [-4.29, -2.19, 5.59], [-4.84, -0.98, 6.04], [-4.35, 0.22, 5.61], [-3.38, 0.23, 4.60], [-2.85, -0.92, 4.07], [-1.92, -0.69, 2.45], [-3.32, 0.23, 1.66], [-3.46, 1.62, 1.56], [-4.51, 2.17, 0.85], [-5.46, 1.35, 0.25], [-5.35, -0.02, 0.38], [-4.29, -0.57, 1.08], [-0.79, 0.61, 3.07], [-0.40, 1.71, 2.31], [0.48, 2.65, 2.83], [1.03, 2.48, 4.09], [0.70, 1.35, 4.83], [-0.20, 0.43, 4.33], [-3.22, -2.18, 4.63], [-2.67, -5.56, 4.65], [-4.66, -5.54, 6.11], [-5.61, -3.36, 6.81], [-5.66, -1.01, 6.75], [-4.74, 1.15, 5.99], [-3.06, 1.19, 4.21], [-2.75, 2.28, 2.04], [-4.59, 3.24, 0.77], [-6.27, 1.79, -0.32], [-6.10, -0.67, -0.07], [-4.23, -1.65, 1.19], [-0.77, 1.83, 1.30], [0.73, 3.53, 2.24], [1.71, 3.22, 4.49], [1.14, 1.20, 5.81], [-0.48, -0.44, 4.91], [-0.99, -4.20, -0.48], [-1.97, -2.74, -0.15], [-2.47, -2.92, 0.80], [-2.71, -2.66, -0.95], [4.01, -1.77, 1.99], [2.70, -1.63, 2.59], [2.62, -1.78, 4.04], [1.64, -1.47, 1.85], [0.76, -1.31, 1.10], [4.70, -1.04, 2.42], [3.94, -1.59, 0.92], [4.41, -2.77, 2.15], [3.23, -1.02, 4.52], [2.98, -2.77, 4.33], [1.59, -1.67, 4.36], [4.95, -3.64, -2.11], [3.69, -3.61, -1.41], [3.36, -4.35, -0.30], [2.11, -3.96, 0.07], [1.67, -2.99, -0.80], [2.64, -2.81, -1.67], [5.52, -4.51, -1.79], [5.53, -2.74, -1.90], [4.79, -3.70, -3.19], [4.03, -5.08, 0.11], [1.51, -4.32, 0.88], [2.59, -2.14, -2.51]]}

---

[2]
{"formula": "C55H51O8", "method": "ωB97M-V with the def2-TZVPD basis set", "total_charge": -1, "spin_multiplicity": 1, "homo_ha": -0.0818, "gap_ev": 2.612, "elements": ["C", "O", "C", "C", "C", "C", "C", "C", "C", "C", "C", "C", "C", "O", "C", "H", "H", "H", "H", "H", "H", "H", "H", "H", "H", "H", "H", "H", "H", "H", "H", "H", "H", "H", "H", "H", "H", "H", "H", "H", "H", "H", "C", "C", "C", "C", "C", "C", "C", "O", "C", "C", "C", "C", "C", "C", "C", "O", "H", "H", "H", "H", "H", "H", "H", "H", "C", "C", "C", "C", "C", "C", "C", "O", "C", "C", "C", "C", "C", "C", "C", "O", "H", "H", "H", "H", "H", "H", "H", "H", "C", "C", "C", "C", "C", "C", "C", "O", "C", "C", "C", "C", "C", "C", "C", "O", "H", "H", "H", "H", "H", "H", "H", "H"], "xyz": [[3.06, 1.19, 1.81], [1.72, 0.87, 1.55], [1.15, 1.66, 0.42], [1.64, 1.45, -0.96], [0.97, 0.23, -1.60], [1.51, -1.14, -1.13], [0.61, -2.33, -1.48], [0.84, -3.57, -0.61], [0.53, -3.25, 0.85], [-0.91, -2.75, 1.06], [-0.90, -1.31, 1.57], [-2.18, -0.76, 2.18], [-3.34, -0.47, 1.23], [-3.55, -1.46, 0.23], [-3.04, -1.08, -1.04], [3.52, 1.76, 1.00], [3.14, 1.76, 2.74], [3.65, 0.28, 1.94], [0.09, 1.39, 0.47], [1.22, 2.71, 0.76], [2.72, 1.26, -0.94], [1.01, 0.27, -2.69], [-0.10, 0.25, -1.32], [1.60, -1.04, -0.05], [2.51, -1.30, -1.54], [-0.42, -1.99, -1.33], [0.69, -2.57, -2.54], [0.22, -4.40, -0.97], [1.87, -3.91, -0.70], [1.21, -2.45, 1.13], [0.77, -4.09, 1.51], [-1.46, -3.39, 1.76], [-1.44, -2.79, 0.12], [-0.58, -0.66, 0.75], [-0.12, -1.23, 2.32], [-1.91, 0.20, 2.63], [-2.52, -1.40, 2.99], [-4.26, -0.43, 1.82], [-3.22, 0.51, 0.76], [-2.01, -0.74, -0.96], [-3.63, -0.26, -1.47], [-3.06, -1.95, -1.69], [-2.08, -7.29, -2.12], [-2.37, -8.65, -2.15], [-1.46, -9.55, -2.67], [-0.24, -9.09, -3.18], [0.04, -7.73, -3.16], [-0.88, -6.83, -2.63], [1.33, -7.20, -3.70], [1.57, -6.01, -3.67], [2.29, -8.18, -4.28], [3.48, -7.71, -4.83], [4.39, -8.60, -5.36], [4.12, -9.97, -5.35], [2.94, -10.44, -4.81], [2.01, -9.55, -4.28], [0.74, -10.08, -3.71], [0.51, -11.27, -3.70], [-2.79, -6.59, -1.71], [-3.32, -9.01, -1.76], [-1.66, -10.61, -2.70], [-0.63, -5.78, -2.61], [3.67, -6.65, -4.82], [5.31, -8.24, -5.79], [4.84, -10.66, -5.77], [2.71, -11.50, -4.80], [-1.84, 3.47, -0.85], [-1.19, 3.09, -2.03], [-1.75, 3.40, -3.25], [-2.96, 4.09, -3.31], [-3.62, 4.46, -2.13], [-3.04, 4.15, -0.90], [-4.92, 5.16, -2.15], [-5.49, 5.50, -1.13], [-5.53, 5.45, -3.49], [-6.77, 6.08, -3.55], [-7.34, 6.37, -4.77], [-6.68, 6.03, -5.95], [-5.45, 5.41, -5.90], [-4.87, 5.11, -4.67], [-3.54, 4.42, -4.64], [-2.97, 4.15, -5.68], [-1.40, 3.23, 0.11], [-0.25, 2.55, -1.99], [-1.26, 3.12, -4.17], [-3.56, 4.44, 0.00], [-7.26, 6.33, -2.62], [-8.31, 6.85, -4.81], [-7.13, 6.26, -6.90], [-4.92, 5.14, -6.80], [1.50, 2.96, 4.54], [2.08, 2.10, 5.47], [2.86, 2.61, 6.49], [3.06, 3.99, 6.59], [2.48, 4.84, 5.65], [1.70, 4.32, 4.63], [2.70, 6.32, 5.72], [2.19, 7.07, 4.92], [3.58, 6.84, 6.81], [3.84, 8.20, 6.87], [4.64, 8.71, 7.87], [5.19, 7.86, 8.83], [4.94, 6.50, 8.77], [4.14, 5.98, 7.76], [3.89, 4.51, 7.71], [4.36, 3.78, 8.56], [0.91, 2.54, 3.73], [1.93, 1.04, 5.38], [3.32, 1.96, 7.23], [1.26, 5.00, 3.91], [3.40, 8.85, 6.12], [4.84, 9.77, 7.91], [5.81, 8.26, 9.61], [5.36, 5.82, 9.50]]}

---

[3]
{"formula": "C55H53AsN10O2Ti", "method": "ωB97M-V with the def2-TZVPD basis set", "total_charge": 2, "spin_multiplicity": 1, "e_above_lowest_ev": 0.603, "homo_ha": -0.4553, "gap_ev": 6.042, "elements": ["Ti", "C", "C", "C", "C", "C", "N", "C", "C", "C", "C", "C", "C", "C", "N", "C", "C", "C", "N", "C", "C", "N", "C", "C", "C", "N", "H", "H", "H", "H", "H", "H", "H", "H", "H", "H", "H", "H", "H", "H", "H", "H", "H", "H", "O", "C", "C", "C", "C", "C", "C", "C", "O", "N", "N", "C", "C", "C", "C", "C", "C", "N", "H", "H", "H", "H", "H", "H", "H", "H", "H", "H", "C", "C", "C", "C", "N", "N", "H", "H", "H", "H", "H", "H", "H", "H", "H", "H", "H", "H", "C", "C", "C", "C", "C", "C", "As", "C", "C", "C", "C", "C", "C", "C", "C", "C", "C", "C", "C", "H", "H", "H", "H", "H", "H", "H", "H", "H", "H", "H", "H", "H"], "xyz": [[-0.18, 0.05, -0.19], [-6.93, -0.15, 0.93], [-5.45, 0.11, 0.95], [-4.93, 1.40, 0.80], [-3.58, 1.64, 0.87], [-2.65, 0.61, 1.06], [-1.25, 0.86, 1.23], [-0.95, 1.81, 2.24], [-1.91, 2.16, 3.20], [-1.73, 3.18, 4.10], [-0.57, 3.95, 4.08], [-0.38, 5.13, 4.99], [0.43, 3.55, 3.21], [0.27, 2.46, 2.35], [1.44, 2.00, 1.67], [2.71, 2.34, 1.96], [3.55, 1.62, 1.15], [2.72, 0.83, 0.38], [1.43, 1.05, 0.69], [-3.18, -0.68, 1.16], [-4.54, -0.92, 1.12], [-2.30, -1.77, 1.31], [-2.50, -2.92, 1.99], [-1.47, -3.77, 1.68], [-0.67, -3.06, 0.79], [-1.17, -1.84, 0.57], [-7.48, 0.72, 0.56], [-7.28, -0.36, 1.95], [-7.18, -1.01, 0.32], [-5.61, 2.23, 0.65], [-3.22, 2.66, 0.82], [-2.84, 1.59, 3.25], [-2.51, 3.41, 4.81], [-1.33, 5.61, 5.21], [0.28, 5.87, 4.54], [0.06, 4.82, 5.94], [1.34, 4.12, 3.18], [2.94, 3.02, 2.76], [4.63, 1.65, 1.14], [2.98, 0.08, -0.35], [-4.90, -1.94, 1.21], [-3.34, -3.03, 2.66], [-1.31, -4.77, 2.06], [0.23, -3.40, 0.31], [-0.23, -4.46, -3.16], [1.04, -4.33, -2.75], [1.91, -5.39, -3.03], [3.23, -5.33, -2.65], [3.73, -4.22, -1.95], [2.88, -3.19, -1.64], [1.53, -3.22, -2.04], [0.69, -2.09, -1.70], [1.13, -1.19, -0.84], [-0.49, -1.95, -2.26], [-1.03, -0.76, -1.88], [-2.10, -0.30, -2.40], [-2.39, 1.10, -2.11], [-3.40, 1.81, -2.73], [-3.47, 3.18, -2.54], [-2.51, 3.79, -1.74], [-1.56, 3.00, -1.12], [-1.49, 1.69, -1.29], [-0.70, -3.62, -3.00], [1.52, -6.23, -3.59], [3.90, -6.14, -2.92], [4.78, -4.18, -1.68], [3.24, -2.32, -1.10], [-2.68, -0.87, -3.12], [-4.11, 1.29, -3.36], [-4.24, 3.77, -3.02], [-2.51, 4.86, -1.58], [-0.81, 3.44, -0.46], [2.48, 0.35, -5.29], [2.29, 1.34, -4.14], [3.65, 1.70, -3.54], [1.59, 2.59, -4.65], [1.40, 0.65, -3.17], [1.08, 1.41, -2.01], [3.13, 0.77, -6.05], [1.52, 0.11, -5.74], [2.93, -0.58, -4.93], [4.28, 2.15, -4.30], [4.17, 0.80, -3.17], [3.57, 2.42, -2.72], [2.12, 2.97, -5.53], [1.59, 3.40, -3.91], [0.56, 2.37, -4.94], [1.85, -0.20, -2.86], [0.50, 2.17, -2.33], [1.92, 1.84, -1.61], [1.90, -6.13, 4.00], [1.26, -5.14, 4.74], [1.19, -3.84, 4.26], [1.76, -3.52, 3.04], [2.39, -4.51, 2.29], [2.47, -5.81, 2.77], [1.75, -1.71, 2.28], [3.63, -1.33, 2.66], [4.73, -1.79, 1.96], [6.01, -1.47, 2.39], [6.18, -0.68, 3.52], [5.08, -0.21, 4.23], [3.79, -0.53, 3.80], [2.53, -0.13, 4.46], [2.41, 0.70, 5.56], [1.15, 0.99, 6.08], [0.01, 0.45, 5.51], [0.12, -0.37, 4.39], [1.37, -0.66, 3.87], [1.95, -7.14, 4.38], [0.81, -5.38, 5.69], [0.69, -3.08, 4.84], [2.83, -4.27, 1.32], [2.97, -6.57, 2.19], [4.59, -2.40, 1.07], [6.87, -1.84, 1.85], [7.17, -0.44, 3.87], [5.23, 0.39, 5.11], [3.29, 1.12, 6.03], [1.07, 1.63, 6.95], [-0.97, 0.67, 5.92], [-0.77, -0.80, 3.93]]}